{"formula": "C35H44F8NO26P2S", "method": "wB97M-V/def2-TZVPD", "homo_energy_ev": -11.67, "homo_lumo_gap_ev": 8.673, "max_force_ev_per_a": 2.5, "total_charge": 1, "symbols": ["C", "C", "P", "C", "S", "C", "C", "C", "C", "C", "C", "C", "C", "P", "N", "O", "O", "H", "H", "H", "H", "H", "H", "H", "H", "H", "H", "H", "H", "H", "H", "H", "H", "H", "H", "H", "H", "C", "C", "O", "C", "O", "O", "F", "H", "H", "H", "C", "C", "O", "C", "O", "O", "F", "H", "H", "H", "C", "C", "O", "C", "O", "O", "F", "H", "H", "H", "C", "C", "O", "C", "O", "O", "F", "H", "H", "H", "C", "C", "O", "C", "O", "O", "F", "H", "H", "H", "C", "C", "O", "C", "O", "O", "F", "H", "H", "H", "C", "C", "O", "C", "O", "O", "F", "H", "H", "H", "C", "C", "O", "C", "O", "O", "F", "H", "H", "H"], "coordinates": [[0.383, 4.546, 1.037], [0.124, 3.665, 2.271], [1.205, 2.227, 2.561], [2.908, 2.836, 2.283], [0.893, 0.811, 0.889], [-0.635, 1.170, -0.022], [-1.826, 1.318, 0.870], [-2.888, 2.075, 0.371], [-4.039, 2.288, 1.119], [-4.153, 1.748, 2.401], [-5.375, 2.023, 3.216], [-3.088, 0.992, 2.890], [-1.939, 0.769, 2.141], [2.350, 1.184, -0.675], [2.418, 2.654, -1.119], [3.751, 0.641, -0.164], [1.890, 0.273, -1.890], [-0.236, 4.265, 0.192], [1.429, 4.606, 0.758], [0.096, 5.565, 1.279], [0.285, 4.273, 3.161], [-0.920, 3.373, 2.291], [3.150, 3.378, 3.192], [3.028, 3.448, 1.398], [3.574, 1.981, 2.245], [-0.498, 2.030, -0.667], [-0.785, 0.319, -0.687], [-2.807, 2.519, -0.610], [-4.818, 2.897, 0.692], [-5.209, 2.932, 3.787], [-5.593, 1.221, 3.913], [-6.252, 2.199, 2.606], [-3.173, 0.571, 3.881], [-1.119, 0.190, 2.543], [1.772, 3.239, -0.604], [3.634, -0.082, 0.475], [1.596, -0.605, -1.588], [4.298, 5.235, -1.757], [5.352, 5.980, -2.544], [4.991, 7.333, -2.323], [4.360, 7.403, -1.117], [4.149, 8.397, -0.516], [4.012, 6.157, -0.698], [5.285, 5.707, -3.868], [3.396, 5.065, -2.344], [4.644, 4.286, -1.357], [6.375, 5.820, -2.201], [-5.933, 7.454, 0.534], [-6.331, 6.204, -0.217], [-6.108, 5.189, 0.749], [-6.263, 5.756, 1.984], [-6.392, 5.147, 2.990], [-6.256, 7.103, 1.885], [-5.537, 5.975, -1.291], [-4.862, 7.644, 0.453], [-6.481, 8.339, 0.222], [-7.374, 6.175, -0.533], [4.273, -0.391, -5.219], [2.918, -1.054, -5.139], [3.119, -2.256, -5.869], [4.430, -2.583, -5.742], [4.886, -3.650, -5.979], [5.145, -1.532, -5.267], [1.954, -0.326, -5.745], [4.385, 0.202, -6.127], [4.499, 0.230, -4.357], [2.601, -1.297, -4.124], [-4.219, -2.282, 0.580], [-4.322, -3.219, -0.600], [-3.828, -2.416, -1.672], [-2.978, -1.514, -1.143], [-2.208, -0.853, -1.773], [-3.096, -1.459, 0.195], [-5.594, -3.575, -0.869], [-5.106, -1.653, 0.674], [-4.033, -2.792, 1.524], [-3.709, -4.117, -0.517], [-5.283, -7.729, 2.771], [-5.216, -7.363, 1.306], [-5.264, -5.939, 1.353], [-4.742, -5.558, 2.545], [-4.408, -4.442, 2.802], [-4.645, -6.598, 3.383], [-6.276, -7.822, 0.609], [-6.312, -7.799, 3.123], [-4.756, -8.647, 3.014], [-4.299, -7.672, 0.802], [8.975, -0.115, -4.160], [8.011, -0.001, -5.318], [8.866, 0.309, -6.397], [10.092, -0.234, -6.119], [10.958, -0.381, -6.904], [10.158, -0.585, -4.807], [7.121, 1.019, -5.142], [9.168, 0.857, -3.704], [8.648, -0.815, -3.395], [7.460, -0.914, -5.540], [3.991, -4.848, -2.687], [3.237, -5.686, -1.683], [3.091, -4.770, -0.592], [3.085, -3.524, -1.111], [2.733, -2.546, -0.522], [3.523, -3.524, -2.380], [3.941, -6.758, -1.276], [5.068, -4.899, -2.533], [3.764, -5.106, -3.718], [2.248, -6.011, -2.008], [-3.392, -4.396, 6.483], [-3.637, -4.686, 7.947], [-4.314, -5.928, 7.897], [-3.909, -6.573, 6.766], [-4.085, -7.720, 6.539], [-3.271, -5.711, 5.937], [-4.439, -3.759, 8.523], [-4.244, -3.889, 6.027], [-2.489, -3.818, 6.301], [-2.731, -4.793, 8.547]], "forces_ev_per_a": [[-0.28, 0.29, 0.46], [0.30, 0.49, -1.11], [-0.19, -0.04, 1.24], [-0.46, -0.29, -0.28], [0.32, -0.59, -0.11], [-0.28, -0.21, -0.41], [-0.44, 0.52, 0.26], [0.05, 0.02, 0.21], [0.65, -0.29, -0.08], [0.02, -0.07, -0.37], [0.18, 0.05, 0.23], [-0.10, 0.00, -0.05], [-0.05, 0.21, -0.24], [0.39, 1.90, -1.58], [-0.21, -0.46, 0.62], [-0.84, -0.45, 0.74], [-0.36, -0.64, 0.93], [0.05, -0.26, -0.21], [0.16, -0.02, -0.09], [-0.06, 0.17, -0.03], [0.17, -0.12, 0.32], [-0.09, -0.29, 0.18], [0.01, 0.23, 0.11], [0.20, 0.13, -0.04], [0.18, -0.09, -0.05], [0.19, 0.27, 0.09], [0.13, -0.24, -0.01], [0.00, 0.04, -0.16], [-0.25, 0.06, 0.06], [-0.12, 0.14, 0.18], [0.02, -0.15, 0.11], [-0.10, 0.02, -0.19], [0.06, -0.08, 0.12], [-0.03, -0.17, 0.20], [0.12, 0.30, -0.32], [0.44, -0.33, -0.30], [0.34, -0.27, -0.37], [0.04, -0.20, 0.13], [-0.24, 0.15, -0.18], [0.20, -0.13, 0.25], [-0.08, 0.05, -0.09], [-0.07, 0.06, 0.02], [0.05, -0.10, -0.07], [-0.01, 0.06, 0.04], [0.08, 0.03, -0.15], [-0.03, 0.06, 0.15], [0.04, -0.02, -0.11], [-0.06, 0.22, 0.02], [0.23, -0.07, -0.01], [-0.28, 0.09, 0.01], [0.06, 0.08, 0.05], [0.09, -0.07, 0.02], [0.01, -0.04, -0.15], [0.01, -0.05, 0.07], [0.02, -0.10, -0.09], [-0.10, -0.01, 0.18], [0.03, -0.03, -0.12], [0.13, 0.14, 0.17], [-0.14, 0.16, -0.37], [0.09, 0.07, 0.40], [0.10, -0.16, -0.01], [0.05, -0.09, 0.00], [-0.21, 0.14, -0.04], [0.02, -0.06, 0.03], [-0.11, -0.06, -0.06], [0.13, -0.14, 0.05], [-0.10, 0.02, -0.02], [0.10, 0.07, 0.38], [-0.28, 0.11, -0.05], [0.26, -0.17, 0.11], [-0.05, 0.14, -0.06], [0.04, -0.02, -0.03], [-0.14, -0.19, 0.02], [0.04, 0.06, -0.05], [-0.05, -0.04, -0.15], [0.17, 0.16, -0.21], [-0.08, -0.06, -0.04], [0.07, -0.22, 0.18], [-0.29, 0.03, 0.01], [0.37, -0.07, -0.09], [-0.10, 0.04, 0.17], [-0.04, -0.07, 0.05], [-0.07, -0.04, -0.10], [0.00, 0.09, 0.01], [-0.05, 0.04, -0.12], [0.15, 0.13, 0.11], [-0.05, -0.03, -0.08], [0.05, -0.09, 0.21], [0.16, 0.20, -0.08], [-0.07, -0.27, 0.06], [0.08, 0.09, 0.04], [0.06, 0.04, -0.05], [-0.16, 0.04, -0.02], [0.00, -0.05, -0.03], [-0.09, 0.07, -0.08], [0.14, -0.13, -0.07], [-0.14, 0.07, 0.01], [0.08, -0.18, -0.53], [0.26, -0.01, 0.17], [-0.33, 0.15, -0.18], [0.18, -0.20, 0.05], [-0.13, 0.35, 0.08], [-0.06, 0.01, 0.02], [-0.01, 0.11, 0.09], [-0.02, -0.06, 0.13], [-0.07, 0.21, -0.03], [0.00, -0.06, 0.05], [0.14, 0.11, -0.16], [-0.28, 0.03, -0.04], [0.32, -0.04, 0.02], [-0.12, 0.00, -0.11], [-0.08, -0.07, -0.04], [0.07, 0.10, 0.14], [-0.01, -0.06, -0.01], [-0.07, 0.00, 0.11], [0.08, -0.17, -0.05], [-0.04, 0.08, 0.08]], "mulliken_charge": [-0.821, -0.122, 0.155, -0.778, -0.182, -0.883, 0.696, -0.929, -1.019, 1.017, -1.622, -1.134, -0.256, 0.637, -0.264, -0.478, -0.297, 0.240, 0.006, 0.438, 0.659, 0.021, 0.429, 0.076, 0.395, 0.554, 0.668, 0.614, 0.509, 0.271, 0.444, 0.414, 0.474, 0.613, -0.112, 0.401, 0.252, -0.322, 0.374, -0.318, 0.602, -0.496, -0.299, -0.283, 0.258, 0.170, 0.287, -0.443, 0.298, -0.235, 0.624, -0.467, -0.330, -0.285, 0.279, 0.280, 0.279, -0.459, 0.623, -0.349, 0.534, -0.519, -0.182, -0.299, 0.345, 0.298, 0.038, -0.399, 0.470, -0.359, 0.502, -0.558, -0.097, -0.302, 0.254, 0.181, 0.292, -0.537, 0.308, -0.303, 0.622, -0.533, -0.217, -0.275, 0.287, 0.294, 0.292, -0.470, 0.525, -0.341, 0.598, -0.466, -0.322, -0.301, 0.284, 0.274, 0.222, -0.468, 0.313, -0.322, 0.447, -0.506, -0.119, -0.271, 0.282, 0.321, 0.288, -0.395, 0.306, -0.308, 0.663, -0.503, -0.252, -0.286, 0.240, 0.270, 0.283]}